Model P:
{
  "formula": "C9H13N3",
  "method": "the ωB97M-V functional and the def2-TZVPD basis",
  "gap_ev": 8.73,
  "smiles": "[H]/N=C1\\C=NC=N1.C#C[C@@H](C)CC",
  "lumo_energy_ev": -1.3,
  "multiplicity": 1,
  "species": ["H", "N", "C", "C", "N", "C", "N", "H", "H", "C", "C", "C", "C", "C", "C", "H", "H", "H", "H", "H", "H", "H", "H", "H", "H"],
  "positions_angstrom": [[-0.231, -1.205, 3.652], [-0.279, -0.298, 4.139], [0.557, 0.475, 3.567], [1.448, 0.187, 2.389], [2.104, 1.255, 2.129], [1.688, 2.233, 3.078], [0.782, 1.787, 3.972], [1.591, -0.793, 1.892], [2.090, 3.239, 3.064], [-0.960, 1.405, 0.697], [-0.818, 0.803, -0.336], [-0.786, 0.107, -1.640], [0.420, 0.549, -2.462], [-0.852, -1.433, -1.479], [-1.078, -2.136, -2.799], [-1.172, 1.889, 1.634], [-1.684, 0.410, -2.203], [0.416, 0.126, -3.477], [1.342, 0.245, -1.965], [0.448, 1.655, -2.592], [-1.663, -1.710, -0.789], [0.075, -1.808, -0.988], [-0.215, -2.098, -3.461], [-1.900, -1.686, -3.351], [-1.326, -3.197, -2.672]]
}

Model Q:
{
  "formula": "C9H13N3",
  "method": "the ωB97M-V functional and the def2-TZVPD basis",
  "gap_ev": 7.18,
  "lumo_energy_ev": -0.6,
  "multiplicity": 1,
  "species": ["C", "C", "C", "C", "C", "C", "C", "C", "C", "N", "N", "N", "H", "H", "H", "H", "H", "H", "H", "H", "H", "H", "H", "H", "H"],
  "positions_angstrom": [[-2.345, -1.210, 0.073], [-2.475, 0.219, 0.339], [-0.947, -1.407, 0.104], [-1.229, 0.746, 0.473], [1.937, 0.480, 1.376], [1.116, -0.195, 0.363], [-0.250, -2.728, -0.083], [-0.793, 2.152, 0.594], [1.617, 0.148, -1.901], [2.689, -0.705, 1.370], [1.869, -1.372, 0.609], [-0.290, -0.228, 0.397], [-3.012, -1.961, 0.037], [-3.328, 0.820, 0.464], [2.484, 1.368, 1.291], [1.490, 0.473, 2.395], [0.382, -2.639, -0.871], [0.293, -2.897, 0.794], [-0.979, -3.500, -0.241], [-1.243, 2.849, 1.321], [0.305, 2.211, 0.679], [-0.963, 2.651, -0.481], [1.574, 1.231, -2.189], [0.960, -0.477, -2.440], [2.579, -0.199, -1.760]]
}

Q: Which of them is the least stable? A: model Q.

Model P:
{
  "formula": "C2H2INO3",
  "method": "the ωB97M-V functional and the def2-TZVPD basis",
  "gap_ev": [9.01, 7.01],
  "lumo_energy_ev": [-1.2, -3.0],
  "multiplicity": 1,
  "species": ["C", "C", "N", "O", "O", "O", "I", "H", "H"],
  "positions_angstrom": [[1.521, 0.729, 0.306], [-0.242, 0.658, 0.012], [-2.157, -0.772, -0.004], [-0.974, 1.591, -0.003], [2.150, 1.637, -0.186], [-0.836, -0.640, 0.057], [1.149, -1.533, -1.374], [1.932, 0.023, 0.934], [-2.543, -1.692, 0.259]]
}

Model Q:
{
  "formula": "C2H2INO3",
  "method": "the ωB97M-V functional and the def2-TZVPD basis",
  "gap_ev": 9.30,
  "smiles": "O=C(I)C[N+](=O)[O-]",
  "lumo_energy_ev": -0.4,
  "multiplicity": 1,
  "species": ["O", "C", "I", "C", "N", "O", "O", "H", "H"],
  "positions_angstrom": [[1.516, -0.870, -1.648], [0.636, -0.683, -0.918], [-0.862, -2.351, -0.638], [0.468, 0.473, 0.003], [-0.834, 0.490, 0.876], [-0.819, 0.744, 2.047], [-1.829, 0.364, 0.155], [0.354, 1.433, -0.485], [1.370, 0.400, 0.608]]
}

Q: Which of them is the least stable? A: model P.

Model P:
{
  "formula": "C3H8N3O2",
  "method": "the ωB97M-V functional and the def2-TZVPD basis",
  "gap_ev": 9.99,
  "total_charge": 1,
  "smiles": "CNC(=O)C(=[NH2+])NO",
  "lumo_energy_ev": -4.6,
  "multiplicity": 1,
  "species": ["C", "N", "C", "O", "C", "N", "N", "O", "H", "H", "H", "H", "H", "H", "H", "H"],
  "positions_angstrom": [[2.697, -0.551, -0.240], [1.286, -0.433, -0.179], [0.444, 0.620, -0.050], [0.761, 1.788, 0.050], [-1.071, 0.505, 0.100], [-1.621, 1.486, 0.762], [-1.623, -0.638, -0.354], [-2.977, -0.906, -0.463], [3.156, -0.179, 0.700], [2.884, -1.727, -0.239], [3.086, -0.085, -1.123], [0.677, -1.319, -0.035], [-0.973, 2.251, 0.903], [-2.581, 1.735, 0.889], [-0.964, -1.079, -0.997], [-3.181, -1.467, 0.276]]
}

Model Q:
{
  "formula": "C3H8N3O2",
  "method": "the ωB97M-V functional and the def2-TZVPD basis",
  "gap_ev": [8.30, 8.30],
  "total_charge": 1,
  "lumo_energy_ev": [-5.5, -5.5],
  "multiplicity": 1,
  "species": ["C", "C", "C", "N", "N", "N", "O", "O", "H", "H", "H", "H", "H", "H", "H", "H"],
  "positions_angstrom": [[-1.455, 0.871, -0.093], [-0.075, 0.906, -0.093], [2.217, -0.953, 0.100], [0.701, 1.898, -0.098], [-2.323, -0.113, 0.022], [0.909, -1.028, -0.278], [-1.923, -1.408, -0.126], [-3.497, 0.116, 0.114], [-1.936, 1.842, -0.242], [2.468, -0.463, 1.089], [2.531, -2.069, 0.306], [2.835, -0.683, -0.779], [0.293, 2.832, 0.145], [1.651, 1.906, -0.173], [-2.726, -1.950, -0.288], [0.331, -1.704, 0.394]]
}

Q: Which of them is the least stable? A: model Q.